No. 1
Below is 10 unconnected molecules or ions with the total composition C37H90N4O10 in a non-equilibrium geometry, with properties calculated with ωB97M-V/def2-TZVPD.

Last column: Mulliken charge in e.
Atoms and positions in Å:
C: 5.778 -1.592 1.791  -2.051
C: 5.471 -0.174 2.347  1.518
C: 6.603 0.804 1.985  -1.567
C: 4.175 0.265 1.556  -0.619
C: 3.345 1.282 2.298  -1.049
C: 3.118 0.846 3.801  -1.783
C: 4.356 0.469 4.590  1.971
C: 5.080 1.779 4.959  -1.900
C: 3.841 -0.220 5.891  -2.023
N: 5.245 -0.448 3.802  0.454
O: 6.354 -0.893 4.584  -0.521
H: 6.813 -1.841 2.028  0.437
H: 5.114 -2.311 2.271  0.477
H: 5.651 -1.765 0.722  0.307
H: 7.582 0.344 2.119  0.365
H: 6.452 1.114 0.951  0.350
H: 6.592 1.678 2.636  0.345
H: 4.303 0.504 0.500  1.163
H: 3.473 -0.562 1.454  -0.284
H: 3.953 2.186 2.335  0.240
H: 2.358 1.495 1.887  0.454
H: 2.433 -0.002 3.782  0.410
H: 2.565 1.584 4.382  0.520
H: 5.279 2.392 4.079  0.275
H: 6.062 1.406 5.250  0.411
H: 4.677 2.302 5.826  0.444
H: 4.554 -0.573 6.636  0.426
H: 3.284 -1.105 5.583  0.464
H: 3.164 0.424 6.452  0.408
H: 6.078 -1.729 4.967  0.337
C: -5.772 -4.903 -2.044  -2.229
C: -4.673 -3.891 -1.719  1.695
C: -3.433 -4.231 -2.550  -1.471
C: -5.289 -2.537 -1.890  -1.630
C: -4.469 -1.368 -1.279  -0.831
C: -4.235 -1.544 0.175  0.330
C: -3.720 -2.916 0.588  1.852
C: -2.112 -3.005 0.504  -1.696
C: -4.048 -3.081 2.066  -2.185
N: -4.368 -3.945 -0.233  0.530
O: -4.361 -5.255 0.295  -0.522
H: -6.683 -4.824 -1.450  0.430
H: -6.108 -5.049 -3.071  0.372
H: -5.489 -5.898 -1.701  0.477
H: -2.453 -3.783 -2.387  0.093
H: -3.230 -5.287 -2.371  0.390
H: -3.662 -3.869 -3.552  0.393
H: -5.546 -2.392 -2.939  0.539
H: -6.281 -2.512 -1.439  0.395
H: -3.604 -1.255 -1.933  -0.113
H: -4.831 -0.355 -1.452  0.659
H: -5.010 -1.230 0.874  0.429
H: -3.380 -0.868 0.206  -0.745
H: -1.812 -2.796 -0.523  0.098
H: -1.898 -4.046 0.748  0.526
H: -1.727 -2.317 1.256  0.462
H: -3.620 -4.005 2.454  0.455
H: -5.080 -3.108 2.416  0.488
H: -3.625 -2.319 2.721  0.361
H: -5.247 -5.420 0.626  0.315
C: 1.199 -3.947 -1.313  -1.879
C: 2.578 -3.401 -1.709  1.887
C: 3.551 -3.749 -0.446  -2.177
C: 3.191 -4.095 -2.958  -1.437
C: 2.896 -3.432 -4.345  -0.749
C: 3.087 -1.928 -4.174  -1.378
C: 2.151 -1.319 -3.085  1.162
C: 2.608 0.144 -2.986  -1.597
C: 0.642 -1.305 -3.491  -1.045
N: 2.526 -1.954 -1.806  0.171
O: 1.945 -1.347 -0.752  0.454
H: 0.480 -3.665 -2.083  0.373
H: 1.140 -5.013 -1.093  0.481
H: 0.975 -3.479 -0.354  0.402
H: 3.338 -3.260 0.504  0.390
H: 3.524 -4.793 -0.132  0.491
H: 4.624 -3.572 -0.511  0.505
H: 4.249 -4.349 -2.907  0.480
H: 2.761 -5.084 -3.117  0.276
H: 3.621 -3.834 -5.054  0.432
H: 1.913 -3.763 -4.678  0.364
H: 2.882 -1.328 -5.061  0.487
H: 4.130 -1.753 -3.907  0.413
H: 3.683 0.199 -2.812  0.476
H: 2.041 0.581 -2.164  -0.109
H: 2.433 0.539 -3.987  0.590
H: 0.369 -2.236 -3.987  0.295
H: 0.469 -0.614 -4.316  0.415
H: 0.000 -1.023 -2.656  0.037
H: 2.731 -1.036 -0.297  -0.005
C: -4.877 2.077 0.331  -1.330
C: -3.857 2.629 1.434  1.294
C: -4.558 2.870 2.824  -1.945
C: -2.740 1.465 1.596  -0.166
C: -1.447 1.982 2.284  -1.244
C: -0.964 3.261 1.512  -0.719
C: -1.941 4.442 1.322  1.566
C: -2.065 5.255 2.612  -1.797
C: -1.291 5.268 0.139  -1.459
N: -3.279 3.878 0.872  0.919
O: -4.151 4.874 0.766  -0.596
H: -5.657 2.793 0.076  0.576
H: -4.369 1.780 -0.587  0.041
H: -5.395 1.290 0.879  0.345
H: -5.058 3.839 2.821  0.406
H: -5.332 2.130 3.027  0.440
H: -3.915 2.909 3.703  0.303
H: -3.133 0.612 2.150  0.496
H: -2.423 1.070 0.631  -0.444
H: -1.627 2.241 3.327  0.482
H: -0.661 1.229 2.234  0.504
H: -0.559 2.924 0.558  -0.487
H: -0.025 3.586 1.961  0.575
H: -2.766 6.063 2.400  0.429
H: -1.070 5.636 2.843  0.427
H: -2.476 4.652 3.422  0.278
H: -0.331 5.667 0.469  0.402
H: -1.815 6.188 -0.119  0.379
H: -1.202 4.681 -0.775  0.136
H: -4.624 4.597 -0.022  0.434
C: 3.264 3.456 -0.879  -0.396
O: 1.784 3.463 -1.031  -0.311
H: 3.506 3.398 0.183  0.103
H: 3.550 2.519 -1.355  0.055
H: 3.645 4.282 -1.479  0.343
H: 1.434 3.477 -1.925  0.186
O: -3.036 1.013 -4.627  -0.647
H: -2.259 1.510 -4.880  0.276
H: -3.411 1.508 -3.898  0.348
O: 0.257 3.062 -3.789  -0.547
H: -0.344 2.319 -3.737  0.042
H: -0.294 3.798 -4.056  0.312
O: -0.675 1.199 -1.830  0.870
H: 0.115 1.683 -1.591  -0.172
H: -0.393 0.285 -1.869  -0.485
O: -1.443 5.408 -3.609  -0.594
H: -2.271 5.187 -3.184  0.269
H: -1.464 6.361 -3.695  0.275
O: -2.806 2.803 -2.249  -0.650
H: -3.103 3.348 -1.521  0.258
H: -2.171 2.203 -1.856  0.171

The calculation puts the HOMO energy at -7.7 eV. As for the frontier orbital gap: 8.06 eV. The largest force on an atom comes out at 5.5 eV/A. As for the energy above the lowest of the compared OMol25 structures with the same formula, charge and spin: 242.0 kJ/mol. The energy comes out at -2434.87743 Eh. As for the SMILES: CC1(C)CCCC(C)(C)N1O.CC1(C)CCCC(C)(C)N1O.CC1(C)CCCC(C)(C)N1O.CC1(C)CCCC(C)(C)N1O.CO.O.O.O.O.O.

---

No. 2
Below is 2 unconnected molecules or ions with the total composition C4H15N3O in a non-equilibrium geometry, with properties calculated with ωB97M-V/def2-TZVPD.

Last column: natural (NBO) charge in e.
Atoms and positions in Å:
C: -1.484 -1.539 -1.523  -0.261
C: -0.959 -0.767 -0.244  -0.419
C: -0.107 0.423 -0.647  -0.208
N: 1.381 2.495 2.253  -0.731
C: 1.326 1.696 1.154  0.416
N: 0.182 1.364 0.522  -0.550
N: -2.810 -2.022 -1.354  -0.698
H: -0.739 -2.368 -1.644  0.260
H: -1.434 -0.796 -2.413  0.243
H: -1.831 -0.277 0.403  0.207
H: -0.593 -1.305 0.524  0.241
H: 0.921 0.164 -0.910  0.224
H: -0.614 0.752 -1.601  0.232
H: 2.289 2.919 2.377  0.434
H: 0.760 2.541 3.073  0.453
H: 2.324 1.392 0.797  0.266
H: -0.682 1.992 0.670  0.436
H: -2.797 -2.978 -1.934  0.489
H: -3.530 -1.423 -1.966  0.475
H: -3.184 -2.057 -0.436  0.460
H: 3.780 -0.136 0.190  0.483
H: 4.321 0.048 1.584  0.502
O: 3.482 -0.121 1.125  -0.955

The calculation puts the HOMO energy at -17.7 eV. As for the frontier orbital gap: 11.15 eV. The largest force on an atom comes out at 6.8 eV/A. As for the energy above the lowest of the compared OMol25 structures with the same formula, charge and spin: 254.5 kJ/mol. The energy comes out at -400.25653 Eh. The charge is +2.

---

No. 3
Below is 2 unconnected molecules or ions with the total composition C5H12S in a non-equilibrium geometry, with properties calculated with ωB97M-V/def2-TZVPD.

Last column: natural (NBO) charge in e.
Atoms and positions in Å:
C: 0.985 2.126 -0.797  -0.530
C: -0.197 1.402 -0.210  -0.418
C: 0.356 0.062 0.397  -0.497
C: 0.308 -1.082 -0.524  -0.291
S: -1.219 -1.983 -0.665  0.192
C: -1.766 -2.301 1.085  -0.722
H: 0.756 2.821 -1.608  0.221
H: 1.585 2.584 -0.008  0.200
H: 1.613 1.246 -1.296  0.091
H: -0.864 1.161 -1.041  0.215
H: -0.788 2.032 0.454  0.235
H: -0.165 -0.132 1.344  0.220
H: 1.394 0.256 0.676  0.222
H: 2.473 0.638 -1.434  -0.007
H: 1.166 -1.717 -0.680  0.212
H: -1.696 -1.423 1.723  0.210
H: -1.141 -3.057 1.546  0.214
H: -2.800 -2.634 1.038  0.232

The calculation puts the HOMO energy at -6.8 eV. As for the frontier orbital gap: 4.97 eV. The largest force on an atom comes out at 1.9 eV/A. As for the energy above the lowest of the compared OMol25 structures with the same formula, charge and spin: 619.6 kJ/mol. The energy comes out at -595.64604 Eh.

---

No. 4
Below is C2H3N3OS in the gas phase in a non-equilibrium geometry, with properties calculated with ωB97M-V/def2-TZVPD.

Last column: natural (NBO) charge in e.
Atoms and positions in Å:
N: 0.660 1.662 -0.047  -0.827
C: -0.115 0.445 -0.073  0.244
N: -1.364 0.172 0.096  -0.234
N: -1.586 -1.193 -0.052  -0.150
O: -0.251 -1.817 -0.186  -0.324
C: 0.653 -0.770 -0.019  0.183
S: 2.377 -0.939 0.047  -0.136
H: 0.241 2.739 0.135  0.434
H: 1.508 1.503 -0.497  0.410
H: -2.123 -1.802 0.595  0.400

The calculation puts the HOMO energy at -8.8 eV. As for the frontier orbital gap: 8.14 eV. The largest force on an atom comes out at 5.7 eV/A. As for the energy above the lowest of the compared OMol25 structures with the same formula, charge and spin: 298.6 kJ/mol. The energy comes out at -715.58250 Eh. As for the SMILES: Nc1n[nH]oc1=S.

---

No. 5
Below is a molecular structure, C32H31FI2N4OSV in a non-equilibrium geometry, with properties calculated with ωB97M-V/def2-TZVPD.

Last column: Löwdin spin population.
Atoms and positions in Å:
V: -0.399 2.029 -0.254  1.909
C: -1.641 -4.084 -0.490  0.000
C: -0.985 -3.473 0.752  0.000
C: -1.629 -2.135 1.097  0.001
C: 0.536 -3.422 0.663  0.000
C: 1.237 -4.206 1.572  0.000
C: 2.623 -4.233 1.609  0.000
C: 3.309 -3.458 0.690  0.000
C: 2.667 -2.656 -0.251  0.001
C: 3.616 -1.843 -1.137  0.000
C: 3.954 -0.477 -0.530  -0.001
C: 3.239 -1.651 -2.605  0.000
C: 1.238 -2.595 -0.269  0.000
N: 0.562 -1.662 -1.006  0.001
C: 0.004 -1.846 -2.189  0.000
C: 0.099 -3.030 -2.979  0.000
C: -0.485 -3.147 -4.230  0.000
C: -1.209 -2.106 -4.790  0.000
C: -1.347 -0.929 -4.045  0.000
C: -0.772 -0.819 -2.808  0.002
F: -1.004 0.348 -2.120  0.012
H: -2.682 -4.344 -0.274  0.000
H: -1.118 -4.992 -0.799  0.000
H: -1.629 -3.389 -1.329  0.000
H: -1.198 -4.151 1.586  0.000
H: -1.286 -1.358 0.414  0.002
H: -1.365 -1.846 2.114  0.000
H: -2.719 -2.209 1.031  0.000
H: 0.676 -4.808 2.282  0.000
H: 3.151 -4.839 2.336  0.000
H: 4.396 -3.469 0.698  0.000
H: 4.543 -2.429 -1.134  0.000
H: 3.125 0.225 -0.653  -0.001
H: 4.816 -0.042 -1.043  0.000
H: 4.202 -0.565 0.532  0.000
H: 2.434 -0.929 -2.716  0.001
H: 2.934 -2.589 -3.072  0.000
H: 4.111 -1.269 -3.146  0.000
H: 0.660 -3.860 -2.562  0.000
H: -0.367 -4.074 -4.784  0.000
H: -1.661 -2.197 -5.770  0.000
H: -1.914 -0.088 -4.424  0.000
I: -4.676 3.809 -2.495  0.006
C: -3.415 4.667 -1.057  0.030
C: -3.646 5.961 -0.614  0.046
C: -2.818 6.497 0.358  0.059
I: -3.223 8.471 0.985  0.002
C: -1.743 5.787 0.931  0.024
C: -0.872 6.227 1.961  0.249
C: 0.139 5.354 2.406  0.074
C: 0.296 4.115 1.845  0.142
N: -0.513 3.658 0.850  0.174
C: -1.535 4.476 0.429  0.048
C: -2.359 3.894 -0.567  0.070
O: -2.086 2.657 -0.950  0.024
H: -4.462 6.540 -1.021  0.003
H: -0.980 7.213 2.389  0.019
H: 0.816 5.664 3.193  0.000
H: 1.099 3.453 2.148  0.009
N: -2.333 1.461 1.975  0.023
C: -1.090 0.988 2.319  0.035
C: -0.809 0.629 3.639  -0.004
C: 0.436 0.130 3.950  0.036
C: 1.382 -0.011 2.940  -0.004
C: 1.048 0.396 1.669  0.034
N: -0.151 0.921 1.352  0.008
H: -3.091 1.166 2.566  0.002
H: -2.563 1.496 0.986  0.007
H: -1.581 0.733 4.391  -0.001
H: 0.664 -0.160 4.968  0.003
H: 2.356 -0.440 3.124  -0.001
H: 1.734 0.309 0.842  0.001
S: 1.257 2.558 -1.475  -0.046

The calculation puts the HOMO energy (spin up / spin down) at 0.0 / -1.4 eV. As for the frontier orbital gap (spin up / spin down): 3.65 / 4.99 eV. Its spin multiplicity is 4. The largest force on an atom comes out at 2.8 eV/A. As for the energy above the lowest of the compared OMol25 structures with the same formula, charge and spin: 58.2 kJ/mol. The energy comes out at -3569.81333 Eh. The expectation value of S² is 3.81. The charge is -2.

---

No. 6
Below is C5H9BO2S in the gas phase in a non-equilibrium geometry, with properties calculated with ωB97M-V/def2-TZVPD.

Last column: natural (NBO) charge in e.
Atoms and positions in Å:
C: -0.353 -0.812 -1.612  -0.639
C: -0.171 -0.135 -0.237  -0.271
B: -1.504 0.455 0.318  1.055
O: -1.513 0.692 1.629  -0.859
O: -2.578 0.651 -0.462  -0.852
C: 0.849 -0.890 0.681  -0.467
C: 2.051 -0.064 0.845  -0.211
C: 2.224 1.050 0.130  -0.337
S: 0.863 1.666 -0.830  0.097
H: 0.602 -1.157 -2.199  0.225
H: -1.048 -0.327 -2.320  0.232
H: -1.008 -1.818 -1.345  0.194
H: -2.266 1.071 1.938  0.474
H: -3.227 1.052 0.002  0.472
H: 1.240 -1.782 0.328  0.222
H: 0.241 -0.969 1.521  0.231
H: 2.660 -0.502 1.560  0.208
H: 2.937 1.820 0.053  0.226

The calculation puts the HOMO energy at -7.8 eV. As for the frontier orbital gap: 8.01 eV. The largest force on an atom comes out at 4.6 eV/A. As for the energy above the lowest of the compared OMol25 structures with the same formula, charge and spin: 60.9 kJ/mol. The energy comes out at -769.45900 Eh. As for the SMILES: C[C@@]1(B(O)O)CC=CS1.

---

No. 7
Below is 2 unconnected molecules or ions with the total composition C29H24BF3O2S in a non-equilibrium geometry, with properties calculated with ωB97M-V/def2-TZVPD.

Last column: natural (NBO) charge in e.
Atoms and positions in Å:
C: -1.823 -1.115 2.421  -0.495
C: -2.244 -2.591 2.063  -0.479
C: -3.276 -2.397 0.993  0.066
C: -3.352 -1.068 0.608  -0.296
C: -2.624 -0.244 1.504  0.332
C: -2.923 1.108 1.885  -0.195
C: -3.903 1.900 1.230  -0.037
C: -4.387 3.083 1.813  -0.250
C: -3.873 3.556 3.030  -0.125
C: -2.832 2.838 3.645  -0.227
C: -2.321 1.680 3.049  -0.081
H: -2.028 -0.856 3.472  0.251
H: -0.745 -1.008 2.221  0.288
H: -1.352 -3.092 1.648  0.281
H: -2.592 -3.175 2.928  0.249
H: -3.910 -3.218 0.659  0.237
H: -3.885 -0.693 -0.267  0.248
H: -4.272 1.559 0.259  0.214
H: -5.211 3.636 1.345  0.231
H: -4.269 4.466 3.499  0.232
H: -2.435 3.158 4.613  0.233
H: -1.446 1.181 3.490  0.232
C: 5.005 1.963 -4.662  -0.633
C: 4.392 1.359 -3.461  -0.218
C: 4.993 0.561 -2.510  -0.256
C: 4.076 0.052 -1.527  -0.281
C: 2.782 0.435 -1.791  -0.426
B: 1.483 0.101 -0.891  0.752
C: 1.243 -1.526 -0.960  -0.231
C: 1.089 -2.096 -2.208  -0.135
C: 0.893 -3.477 -2.337  -0.192
C: 0.875 -4.235 -1.179  -0.191
C: 0.537 -5.695 -1.252  0.981
F: 1.594 -6.457 -0.831  -0.332
F: -0.527 -5.978 -0.430  -0.344
F: 0.198 -6.108 -2.503  -0.326
C: 1.115 -3.682 0.071  -0.206
C: 1.275 -2.298 0.190  -0.225
O: 1.839 0.637 0.461  -0.652
C: 1.105 1.758 0.535  0.333
C: 0.211 1.867 -0.576  0.245
C: -0.696 2.916 -0.666  -0.279
C: -0.854 3.725 0.459  -0.255
C: 0.012 3.620 1.554  -0.243
C: 1.031 2.671 1.590  -0.320
O: 0.279 0.796 -1.392  -0.644
S: 2.691 1.550 -3.105  0.400
H: 6.066 1.712 -4.665  0.217
H: 4.530 1.560 -5.563  0.213
H: 4.871 3.049 -4.676  0.213
H: 6.056 0.355 -2.527  0.204
H: 4.373 -0.564 -0.685  0.217
H: 1.145 -1.491 -3.112  0.216
H: 0.734 -3.936 -3.306  0.223
H: 1.154 -4.305 0.961  0.212
H: 1.459 -1.883 1.182  0.211
H: -1.262 3.019 -1.589  0.218
H: -1.678 4.439 0.477  0.204
H: -0.127 4.296 2.404  0.205
H: 1.739 2.582 2.412  0.218

The calculation puts the HOMO energy at -6.6 eV. As for the frontier orbital gap: 3.49 eV. The largest force on an atom comes out at 2.6 eV/A. As for the energy above the lowest of the compared OMol25 structures with the same formula, charge and spin: 0.0 kJ/mol. The energy comes out at -1992.59137 Eh.

---

No. 8
Below is C5H5NO in the gas phase in a non-equilibrium geometry, with properties calculated with ωB97M-V/def2-TZVPD.

Last column: natural (NBO) charge in e.
Atoms and positions in Å:
O: 0.998 -1.181 0.839  -0.666
C: -0.331 0.340 0.980  0.008
C: -0.342 0.982 -0.310  -0.491
C: 0.781 0.202 -1.126  -0.161
C: 1.316 -0.838 -0.525  -0.112
C: -1.621 0.874 -1.017  0.299
N: -2.646 0.775 -1.543  -0.309
H: 0.639 -2.088 0.868  0.494
H: -1.117 -0.347 1.273  0.215
H: 0.275 0.755 1.776  0.223
H: -0.020 2.025 -0.268  0.281
H: 2.067 -1.498 -0.949  0.219

The calculation puts the HOMO energy at -8.3 eV. As for the frontier orbital gap: 7.52 eV. The largest force on an atom comes out at 1.1 eV/A. As for the energy above the lowest of the compared OMol25 structures with the same formula, charge and spin: 550.5 kJ/mol. The energy comes out at -323.31002 Eh.

---

no.,molecular weight (g mol⁻¹)
1,751.1
2,121.2
3,104.2
4,117.1
5,843.4
6,144.0
7,504.4
8,95.1